{
  "formula": "C2H3N3O2",
  "method": "ωB97M-V with the def2-TZVPD basis set",
  "homo_energy_ha": -0.371,
  "smiles": "Nc1nc(=O)[nH]o1",
  "energy_ev": -10687.174,
  "relative_energy_kj_mol": 123.80,
  "elements": ["C", "C", "H", "H", "H", "N", "N", "N", "O", "O"],
  "xyz": [[0.54496, 0.23859, 0.00254], [-1.41667, -0.13217, -0.65737], [2.07181, 1.44869, -0.46561], [2.47397, 0.23717, 0.73154], [-1.75586, -1.22141, 1.07476], [1.77383, 0.77441, 0.24179], [-0.27693, 0.61636, -0.91332], [-1.07976, -1.15109, 0.30410], [-2.51974, -0.04707, -1.12795], [0.18440, -0.76348, 0.80952]],
  "forces_ev_per_a": [[1.31, 0.38, -0.03], [-0.67, -0.33, -0.23], [-0.05, -0.51, 0.53], [-0.21, 0.08, -0.10], [0.54, 0.11, -0.29], [-0.50, 0.16, -0.64], [-0.26, 0.01, 0.35], [-0.47, 0.19, -0.09], [0.33, 0.02, 0.07], [-0.03, -0.10, 0.43]]
}